1.
DFT (ωB97M-V/def2-TZVPD) results for a cluster of 11 separate species, C37H81N7O11 in total.

Computed properties:
Kohn-Sham gap = 0.3420 Ha
SMILES string = CNC(C)=O.CNC(C)=O.CNC(C)=O.CNC(C)=O.CNC(C)=O.CNC(C)=O.CNC(C)=O.C1CCOC1.C1CCOC1.C1CCOC1.C1CCOC1
E_LUMO = 0.27 eV
HOMO = -9.0 eV
Relative energy (zero: lowest compared OMol25 entry of this formula, charge and spin) = 0.0 kcal/mol

```
! RIJCOSX wB97M-V def2-TZVPD def2/J DEFGRID3
* xyz 0 1
H 15.880 6.892 12.689
H 14.328 10.396 12.892
H 21.279 12.045 9.473
H 15.452 14.956 13.845
H 13.833 10.614 9.033
O 15.958 13.038 19.734
H 13.120 12.079 12.977
C 21.994 12.179 13.929
C 14.643 7.203 15.377
C 19.960 12.594 14.947
N 16.775 12.845 17.607
C 15.723 6.114 13.436
O 15.483 12.399 15.008
C 19.573 12.074 10.681
H 15.598 10.311 19.048
H 12.912 6.209 14.570
H 17.954 9.114 10.498
C 17.584 12.779 11.845
N 15.094 10.801 13.435
C 19.418 7.766 9.622
H 12.947 10.227 16.059
H 16.808 10.214 6.980
H 9.595 8.888 15.268
C 19.579 8.675 11.833
H 8.151 12.671 11.692
H 20.776 13.072 16.883
H 12.829 9.293 8.582
H 15.815 12.344 7.478
H 19.326 8.411 8.729
O 10.872 10.541 15.719
H 12.152 11.007 8.862
C 12.714 9.822 10.590
H 14.808 5.542 13.181
H 12.578 11.814 14.600
C 9.702 13.292 10.285
O 13.484 16.985 15.580
H 17.548 13.183 12.873
H 19.325 9.701 12.172
H 21.121 11.415 16.355
H 9.666 9.746 18.248
O 18.929 11.222 10.087
O 20.635 12.376 13.655
H 8.687 14.370 11.920
H 10.521 10.315 12.914
H 12.021 9.451 18.533
H 16.976 13.425 11.248
H 12.201 8.257 17.293
C 13.819 15.169 17.529
H 10.637 10.228 10.604
H 16.425 9.300 12.871
H 19.556 13.614 14.860
H 18.198 10.561 8.223
C 15.342 11.102 18.413
H 21.501 13.023 10.928
C 21.053 12.421 16.030
N 15.683 6.620 14.768
H 22.539 12.602 13.102
C 14.722 11.821 14.209
H 21.126 6.791 10.447
C 16.735 12.132 8.042
H 13.553 7.525 13.550
C 11.327 9.659 12.523
C 11.993 10.424 16.590
C 8.976 13.377 11.647
H 17.453 14.494 18.630
H 17.877 7.456 11.235
H 19.118 11.892 15.117
H 16.531 5.394 13.356
C 16.321 10.077 13.648
N 14.198 14.974 16.057
C 22.365 12.835 15.272
C 14.074 15.983 15.199
H 14.621 15.695 17.999
H 14.296 11.321 18.571
H 9.995 14.831 7.669
C 13.329 7.205 14.574
O 10.088 12.210 9.798
H 18.376 14.129 17.122
H 14.034 15.483 13.069
H 21.477 11.229 10.914
H 11.115 8.634 12.763
H 16.504 12.170 9.075
H 15.512 10.773 17.409
N 11.463 9.887 11.104
H 22.425 13.872 15.210
H 9.850 13.113 12.278
C 17.818 13.324 7.752
C 18.558 8.237 10.797
N 10.006 14.474 9.710
H 18.399 13.515 8.626
C 17.348 14.171 17.590
H 17.424 14.248 7.314
C 10.141 9.087 17.474
O 18.763 12.766 6.839
H 16.586 6.669 15.224
H 22.205 11.155 13.921
H 12.612 7.871 15.113
C 21.038 12.107 10.520
C 10.706 14.484 8.439
C 18.334 11.513 6.341
H 17.750 11.607 5.388
H 16.723 12.409 16.719
H 10.869 13.436 8.133
H 9.600 15.387 10.089
H 23.298 12.423 15.750
C 16.055 12.377 18.695
H 14.708 14.175 15.782
H 17.291 10.680 13.524
O 20.861 8.698 11.253
C 12.840 10.238 9.123
H 11.556 15.129 8.430
H 13.222 13.399 14.181
C 20.835 7.817 10.140
H 21.541 8.076 9.357
C 14.734 15.801 13.849
C 13.337 12.277 14.015
H 17.379 11.682 11.721
H 9.799 8.042 17.628
N 19.000 13.021 11.426
C 9.820 9.640 16.067
C 17.490 10.925 7.505
H 16.752 14.862 16.997
H 19.616 13.451 12.091
H 12.154 11.388 17.130
H 8.941 10.273 16.108
H 12.898 15.714 17.632
C 11.679 9.192 17.544
H 19.029 6.812 9.302
H 19.680 7.945 12.650
O 14.708 7.734 16.493
H 13.650 14.196 17.921
H 19.274 10.984 6.203
H 12.266 9.935 13.022
H 16.354 9.597 14.595
H 15.298 16.663 13.524
O 13.647 9.398 11.231
*
```

These are the Löwdin partial charges, in e, on atoms 1 to 2:
1 H 0.067
2 H 0.090

2.
DFT (ωB97M-V/def2-TZVPD) results for a cluster of 5 separate species, C37H83BrFN6O11P2 in total.

Computed properties:
Kohn-Sham gap = 0.1936 Ha
E_LUMO = -4.78 eV
HOMO = -10.0 eV

```
! RIJCOSX wB97M-V def2-TZVPD def2/J DEFGRID3
* xyz 1 1
C -1.589 -1.913 -0.617
H -0.941 2.383 -1.611
H 4.253 -2.847 -2.807
H -2.281 -0.031 1.976
H -4.725 -3.827 -0.914
H -3.568 5.450 1.997
C -0.268 -1.420 -0.815
H -0.542 -10.334 -0.914
H 3.900 6.292 -3.148
O -2.716 7.312 0.298
H -4.099 -7.995 -2.285
H -1.418 -9.144 -2.347
H 5.007 8.266 -1.976
O 4.377 -4.817 -2.466
H -5.529 -3.391 -2.464
C -3.689 6.314 0.054
H -1.032 8.101 -0.523
H -3.657 -11.147 -1.325
H 3.804 -6.696 0.311
P 1.957 0.295 -0.003
H 0.965 -1.731 7.844
C -0.358 1.092 5.146
O -1.423 -7.542 -0.314
C -0.930 2.957 -0.674
H 3.635 8.346 -0.884
H -3.203 -6.594 -0.552
H 0.127 -2.785 -2.488
C 3.737 -5.750 -0.228
O 2.421 -0.243 8.032
H 0.472 4.438 1.176
N -2.400 4.233 0.813
H 4.633 9.310 -4.327
H 0.564 5.717 -2.753
C 2.312 -3.474 -2.232
C -2.836 -10.315 -3.186
H 1.528 -0.800 9.826
H -3.473 -8.999 -0.961
N 2.180 0.916 1.431
H -3.714 6.048 -1.010
H 1.995 -0.099 5.483
H -3.418 -12.280 -2.636
H 0.628 -1.116 -2.706
H 0.583 -7.439 -0.015
H 2.783 -5.255 -0.004
H 4.424 -6.837 -1.961
O -1.737 -11.878 -1.615
H 2.836 -6.138 -2.146
H 4.535 -5.088 0.131
C 1.767 0.094 9.244
H -3.790 -1.585 -2.185
H 0.168 2.545 3.686
C 0.644 2.089 4.561
H 3.529 7.935 -4.537
H -3.261 -2.765 -3.360
H 0.822 -1.426 5.338
H -1.479 -3.412 -2.210
C -3.575 5.092 0.965
H 1.799 6.341 -3.859
C 3.602 8.971 -4.183
H 2.074 1.351 -0.936
O 1.893 -2.261 -1.577
N -1.736 -0.428 1.209
H 2.733 2.205 5.984
H -0.611 -11.788 0.073
H 4.266 6.063 -1.453
H 0.423 11.079 -4.725
H -4.652 6.784 0.271
H -2.451 -3.834 -0.828
C -1.472 7.118 -0.354
H -1.575 4.798 0.968
C 1.358 6.457 -2.867
H -2.146 -10.674 -3.953
H 2.487 -1.977 6.984
N -2.334 -9.010 -2.753
O -4.110 -1.195 2.411
H 3.050 9.788 -6.071
C 3.848 -5.930 -1.757
N 3.258 9.082 -2.769
H 1.371 3.022 0.554
C -2.485 -7.135 -1.176
C -0.135 -7.245 -0.812
H 2.475 3.848 6.592
H -4.476 4.479 0.851
O 1.365 9.258 -5.069
C 0.971 4.008 0.301
C -2.971 -11.417 -2.137
O 0.959 3.163 5.422
H 1.564 2.525 7.304
H -0.056 -6.191 -1.105
H 2.672 10.854 -4.717
C 3.629 6.627 -2.141
H -0.709 2.261 0.139
H -0.105 0.763 1.745
H 0.122 -7.881 -1.665
H -2.137 -6.446 -1.952
F -4.148 -4.853 -2.531
C 2.678 9.811 -5.043
H -3.069 2.819 -0.572
C 1.742 -1.226 7.263
C 0.269 -0.457 0.036
C -0.504 0.019 1.054
H -0.779 6.560 0.282
C -1.210 -11.118 -0.545
H 1.554 1.605 4.191
C -3.482 -2.626 -2.294
H -1.994 -10.682 0.079
C 1.175 -0.621 5.992
H 2.259 8.963 -2.666
H -1.584 6.619 -1.320
H -1.232 1.659 5.476
H -4.773 -0.484 2.431
C 3.926 8.108 -1.910
H 2.970 0.487 1.898
H -3.804 -10.171 -3.676
H 0.328 0.899 7.033
C -4.578 -3.637 -1.980
C 1.983 2.901 6.368
C -3.187 -8.332 -1.784
H 0.898 7.444 -2.769
H -0.581 9.623 -4.611
H -2.437 4.305 -1.311
C 3.838 -3.575 -2.098
H 0.851 0.666 9.059
H 0.550 10.003 -3.304
H 2.084 -3.444 -3.308
H -0.700 0.421 4.344
C -2.295 3.591 -0.491
C -2.188 -3.001 -1.496
C -2.307 -1.360 0.423
C 0.569 -1.938 -1.966
N 0.062 0.278 6.281
C 0.400 10.039 -4.389
O 2.298 6.243 -1.827
H 1.796 4.662 0.025
H 2.445 0.717 9.825
Br -5.436 -0.414 -0.242
H 2.965 -0.667 -0.187
H 4.172 -3.220 -1.110
P -4.061 -1.803 0.877
H 1.759 -4.295 -1.759
O 0.080 3.936 -0.811
*
```

These are the Löwdin partial charges, in e, on atoms 1 to 2:
1 C -0.110
2 H 0.123

3.
DFT (ωB97M-V/def2-TZVPD) results for a cluster of 16 separate species, C37H83N9O32 in total.

Computed properties:
Kohn-Sham gap = 0.3567 Ha
E_LUMO = -0.35 eV
HOMO = -10.1 eV

```
! RIJCOSX wB97M-V def2-TZVPD def2/J DEFGRID3
* xyz 0 1
H 2.065 0.786 -0.150
C -6.694 -4.031 4.507
O -6.209 3.055 6.257
H 1.212 -6.485 -2.177
H 5.198 3.584 6.416
H 0.170 -2.518 7.218
C 10.975 5.750 -4.835
H -3.274 1.891 -0.467
H 1.665 -4.822 -1.550
H -8.603 4.689 7.016
N -7.249 8.532 0.828
O 2.521 -1.346 9.830
H -9.263 -0.632 -6.612
H -12.231 -4.457 5.395
H 1.478 -1.479 7.513
H 8.422 6.350 7.069
C 7.954 5.619 -2.784
O 0.878 -2.723 9.177
H 2.493 3.135 -9.067
O -6.123 4.438 7.968
O -0.086 0.074 1.012
C 11.188 -1.983 -7.713
H 8.175 -0.504 -4.898
H 11.782 4.792 -6.479
N 2.503 4.170 -7.282
H -6.069 -4.589 5.204
H -5.786 7.123 0.318
O -3.061 -3.351 -7.286
O 6.361 5.840 4.827
N -7.459 -6.586 -1.880
C 3.182 3.231 -8.228
C 1.833 -2.328 10.013
H -11.035 -3.134 5.723
H -6.224 -3.723 3.573
C -0.032 0.436 -0.194
H 5.315 2.789 4.797
H 2.322 -8.181 1.819
H -10.948 -4.298 3.315
H -10.728 -4.748 6.312
C 9.108 5.507 6.980
O 7.548 4.148 5.759
H -11.495 2.484 0.503
C 9.200 -1.430 -6.583
C 1.418 -8.758 2.015
O -1.047 0.390 -1.093
C -0.448 -0.779 8.244
H 4.281 4.237 5.047
O -11.254 3.821 -1.485
H -4.390 4.857 -6.330
H -9.835 1.772 0.117
C 7.528 -3.136 2.584
N -3.312 -2.965 -8.384
H -6.562 -8.178 -2.399
H -7.212 -8.413 -0.732
O -7.964 -6.019 4.328
H 4.083 3.747 -8.559
H 7.778 -2.211 -5.137
H 2.926 -3.230 11.754
C 1.262 1.015 -0.850
H -0.609 -7.888 2.111
H 7.949 6.190 -1.856
O 9.756 6.036 -4.206
H 11.214 -1.047 -8.271
H 8.992 4.924 7.893
C 5.201 3.730 5.336
H 7.667 -2.156 3.039
H -7.037 -3.127 5.010
N -6.731 3.695 7.180
N 8.071 -4.388 3.196
C -8.225 3.723 7.351
H 6.460 -3.325 2.477
H -8.477 3.598 8.404
O -8.070 7.772 1.307
O -9.093 3.778 -1.262
C 9.196 5.100 -3.363
H -5.209 8.814 0.347
C 0.381 -7.594 1.763
O 2.280 -5.852 0.620
C -10.431 2.657 0.339
H 1.350 -9.078 3.055
C 8.832 4.666 5.724
C -2.360 0.015 -0.752
C -8.018 -4.781 4.272
O -6.848 -5.672 -2.401
C 6.461 4.648 5.214
C -10.401 -4.559 4.222
H -0.233 -0.137 9.097
C -3.098 1.019 0.162
C 12.537 -2.444 -7.297
H -0.740 -0.269 7.326
N -10.237 3.499 -0.930
O 3.120 4.299 -6.241
H 8.985 5.241 4.810
H 10.657 3.764 -5.629
O 0.411 -7.139 0.429
O 8.763 -5.105 2.409
H 10.119 5.911 7.017
H 11.435 6.641 -5.262
H 1.617 -4.242 11.175
H -3.859 5.716 -4.869
O 7.771 -4.683 4.349
O 1.491 4.891 -7.638
H 7.422 6.234 -3.509
O -5.794 7.068 -4.602
H -9.249 0.878 -5.544
O 8.550 -1.255 -7.577
H 12.437 -3.477 -6.965
H 0.027 -5.500 -1.481
O -9.104 -4.020 4.187
H 11.601 5.317 -4.055
O -6.721 5.989 -6.196
C 8.583 -1.477 -5.171
O 10.465 -1.773 -6.493
C 1.932 -3.207 11.309
C -6.675 -7.745 -1.405
H -2.597 -2.991 -10.301
C -2.924 -3.764 -9.605
H -2.417 1.294 0.967
H 12.949 -1.809 -6.513
H -10.010 3.201 1.184
H -8.360 -0.614 -5.098
C -4.677 5.155 -5.322
H -4.056 0.629 0.503
H -4.967 4.328 -4.674
C 1.317 -6.228 -0.018
H -2.052 -4.348 -9.309
H -10.335 -5.647 4.217
H -3.838 -4.293 -9.874
O -3.828 -1.865 -8.598
H 8.000 -3.096 1.602
H 1.401 -2.754 12.147
H -2.923 -0.179 -1.665
C -5.832 8.073 0.849
N -10.504 -0.690 -4.917
N -5.834 6.131 -5.361
C 10.805 4.780 -5.996
O -7.468 9.568 0.208
O -10.419 -0.977 -3.748
O -11.556 -0.743 -5.548
H -1.401 -1.250 8.483
H -8.577 2.946 6.673
H 9.538 3.843 5.612
H 1.358 -9.694 1.460
C 0.618 -1.922 8.014
H 3.443 2.280 -7.764
H 9.976 5.081 -6.637
C -9.235 -0.210 -5.607
H 9.371 -1.830 -4.505
O 9.677 3.991 -3.079
H 7.313 4.772 -2.537
H 0.700 -6.798 2.436
H 1.160 2.099 -0.911
H -2.207 -0.895 -0.172
H 1.492 0.576 -1.821
C -11.178 -4.190 5.492
O -8.664 -6.671 -1.688
C 1.088 -5.734 -1.397
H 10.746 -2.719 -8.385
H 13.251 -2.372 -8.118
H -5.400 7.991 1.847
H -5.693 -7.560 -0.970
*
```

These are the Löwdin partial charges, in e, on atoms 1 to 2:
1 H 0.077
2 C 0.020

- Among the records above, which one has the highest HOMO?
  C37H81N7O11

- Among the records above, which one has the highest Kohn-Sham gap?
  C37H83N9O32

- Among the records above, which one has the highest HOMO?
  C37H81N7O11